Entry 1:
C21H53GaN3O6 | the ωB97M-V functional and the def2-TZVPD basis

## Properties
net charge = -1
E_LUMO = 0.0852 Ha
spin multiplicity = 1

```
84
Properties=species:S:1:pos:R:3:forces:R:3:mulliken_charge:R:1
C -0.801 0.991 6.782 0.0688 0.0009 -0.0447 -0.8608
O -0.950 -0.207 6.061 -0.1008 -0.0403 0.1602 -0.2958
C -1.575 -0.087 4.782 0.0110 -0.0648 -0.2117 -0.6514
C -0.698 -0.690 3.674 -0.1206 0.0793 -0.1435 -0.2065
C -0.142 0.299 2.643 0.0449 0.0327 0.1089 -0.6513
Ga 1.554 -0.341 1.718 0.0676 0.0140 -0.0588 0.4663
C 1.147 -1.934 0.487 0.0899 0.2043 -0.0750 -1.1801
C 0.517 -1.517 -0.847 0.0501 -0.0498 0.0743 0.5999
C 1.510 -0.782 -1.721 -0.0034 0.0669 0.0619 -0.7664
O 0.980 -0.639 -3.079 0.0731 -0.1258 -0.0081 -0.3519
C 0.582 0.616 -3.363 0.0172 0.0421 0.0637 0.7514
C 1.660 1.565 -3.825 0.0020 0.0769 0.0194 -0.7418
O -0.571 0.945 -3.298 -0.2284 0.0804 -0.1512 -0.5245
H 0.100 1.533 6.470 -0.0223 0.0331 -0.0208 0.2982
H -1.668 1.648 6.660 -0.0214 -0.0070 0.0225 0.4212
H -0.707 0.737 7.839 0.0275 -0.0041 -0.0070 0.2538
H -1.778 0.967 4.567 0.0559 0.0084 -0.0118 0.4791
H -2.542 -0.601 4.836 0.0143 0.0070 0.0824 0.1889
H 0.125 -1.215 4.169 -0.0395 -0.0364 0.0739 -0.0470
H -1.286 -1.455 3.157 0.1095 -0.0650 -0.0288 0.2772
H -0.917 0.549 1.908 -0.0330 0.0005 0.0367 -0.0124
H 0.108 1.243 3.146 0.0422 -0.0167 0.0058 0.4562
H 2.145 0.885 0.816 -0.0217 -0.0154 -0.0249 -0.3932
H 2.668 -0.759 2.820 -0.0824 -0.0399 0.0550 -0.3722
H 0.474 -2.642 0.980 0.0184 0.0243 0.1028 0.4008
H 2.080 -2.478 0.294 -0.0528 -0.0700 -0.0356 0.4595
H 0.132 -2.364 -1.428 -0.0158 -0.0105 0.0057 0.4175
H -0.329 -0.843 -0.659 -0.0661 -0.0445 -0.0813 -0.6503
H 2.455 -1.322 -1.797 -0.0594 -0.0804 -0.0857 0.2222
H 1.721 0.206 -1.311 0.0786 -0.0224 0.0395 0.3842
H 1.579 2.492 -3.258 0.0330 0.0021 -0.0055 0.3284
H 1.465 1.808 -4.871 0.0198 0.0165 -0.0010 0.0191
H 2.658 1.146 -3.729 -0.0107 -0.0299 0.0518 0.3272
C -0.065 1.655 -10.186 0.0121 -0.0154 -0.0222 -1.4073
C 0.328 3.023 -9.638 -0.0522 -0.0075 -0.0158 0.3961
C 0.883 2.989 -8.209 0.0435 0.0377 0.0091 -0.6547
O -0.087 2.788 -7.204 -0.0095 -0.0467 -0.0240 -0.4065
C -0.429 1.437 -6.943 -0.0590 0.0315 0.1171 -0.5995
N -0.805 3.940 -9.782 0.0401 0.0273 0.0594 -0.7457
H -1.014 1.319 -9.769 0.0058 0.0059 0.0327 0.2870
H -0.186 1.708 -11.268 -0.0251 0.0182 0.0078 0.3462
H 0.692 0.903 -9.959 -0.0009 0.0019 0.0035 0.3469
H 1.138 3.411 -10.266 0.0286 -0.0061 0.0209 0.3854
H 1.327 3.965 -7.994 -0.0134 0.0016 0.0127 0.3325
H 1.679 2.236 -8.122 -0.0108 -0.0106 -0.0339 0.3916
H 0.442 0.784 -7.057 -0.0129 -0.0282 -0.0180 0.3393
H -1.229 1.085 -7.600 0.0457 -0.0348 -0.0365 0.2485
H -0.779 1.379 -5.913 0.0028 0.0237 -0.0074 0.1438
H -0.513 4.883 -9.544 0.0026 -0.0043 -0.0365 0.2703
H -1.498 3.694 -9.080 -0.0116 -0.0152 -0.0300 0.3190
C -3.412 -1.172 -2.500 0.0197 -0.0365 -0.0049 -1.1498
C -4.211 -1.492 -1.242 0.0761 -0.0220 -0.0312 0.3586
C -4.672 -0.250 -0.468 -0.0053 -0.0340 0.0384 -0.7612
O -3.661 0.402 0.264 -0.0451 0.0604 0.0000 -0.2938
C -2.847 1.290 -0.483 0.1141 -0.0207 0.0771 -0.7640
N -3.447 -2.429 -0.416 -0.0852 0.0241 0.0653 -0.6353
H -2.389 -0.879 -2.265 -0.0108 0.0266 -0.0215 0.0458
H -3.354 -2.055 -3.138 0.0117 -0.0175 0.0191 0.3699
H -3.873 -0.364 -3.071 0.0097 0.0059 0.0084 0.3516
H -5.129 -2.008 -1.547 -0.0230 0.0215 -0.0013 0.3684
H -5.411 -0.567 0.275 0.0227 0.0071 0.0186 0.3204
H -5.167 0.460 -1.148 0.0090 -0.0137 -0.0306 0.3858
H -3.435 1.827 -1.235 -0.0069 -0.0176 -0.0278 0.4039
H -2.023 0.773 -0.977 -0.0328 0.0568 -0.0671 0.1748
H -2.425 2.011 0.217 -0.0135 -0.0267 0.0279 0.2803
H -4.008 -2.730 0.374 0.0080 0.0010 -0.0136 0.2870
H -2.654 -1.937 -0.012 0.0421 -0.0270 -0.0641 0.2103
C 3.104 -3.159 8.209 0.0085 -0.0386 -0.0064 -1.6181
C 2.208 -2.562 7.128 0.0240 0.0787 0.0211 0.4300
C 2.914 -1.548 6.217 -0.0519 -0.1047 -0.0660 -0.2605
O 3.184 -0.303 6.842 0.0290 0.0331 0.1374 -0.3100
C 4.387 -0.232 7.568 -0.0322 0.0487 -0.0491 -0.7220
N 1.004 -2.000 7.745 0.0736 0.0033 -0.0795 -0.7734
H 3.262 -2.454 9.027 0.0007 0.0321 -0.0115 0.2642
H 2.635 -4.046 8.635 -0.0214 0.0215 0.0128 0.4033
H 4.079 -3.443 7.808 0.0026 0.0001 -0.0013 0.3458
H 1.884 -3.381 6.478 0.0347 0.0269 -0.0599 0.4264
H 2.261 -1.315 5.374 0.0330 0.0137 -0.0027 -0.1267
H 3.844 -1.966 5.808 -0.0242 -0.0140 0.0034 0.4736
H 5.178 -0.817 7.086 0.0067 -0.0023 0.0062 0.3266
H 4.273 -0.579 8.600 0.0303 -0.0316 -0.0045 0.2252
H 4.693 0.815 7.591 0.0031 0.0005 0.0003 0.2495
H 0.357 -1.738 7.005 -0.1268 0.0243 0.0379 0.3343
H 1.273 -1.112 8.162 -0.0115 -0.0246 0.0610 0.3407
```
Forces are in eV/Å.

---

Entry 2:
C6H13N2S | the ωB97M-V functional and the def2-TZVPD basis

## Properties
net charge = +1
E_LUMO = -0.1124 Ha
spin multiplicity = 1
structure (SMILES) = C=CC[C@@]1(N)[NH2+]CCS1

```
22
Properties=species:S:1:pos:R:3:forces:R:3:nbo_charge:R:1
C -0.414 -0.842 3.119 -0.6274 2.7802 1.0640 -0.3421
C 0.255 -1.283 2.088 -1.5923 -1.6290 -0.6827 -0.2319
C 1.042 -0.459 1.186 1.7392 -1.1694 -2.0117 -0.4793
C 0.616 -0.295 -0.314 0.2079 2.2185 0.4651 0.3134
N 0.762 -1.449 -1.042 0.4337 0.0620 2.3196 -0.8473
N -0.790 0.323 -0.320 -0.8095 -1.7432 -3.1669 -0.5336
C -1.170 1.041 -1.622 0.4198 0.8093 -0.7863 -0.2442
C 0.077 1.909 -2.083 -0.4102 0.0173 -1.1759 -0.5914
S 1.470 1.431 -1.035 -0.0848 -1.1979 1.0989 0.1362
H -1.119 -1.426 3.727 0.7021 0.2734 -0.2211 0.2352
H -0.289 0.285 3.316 -0.4810 -1.7629 0.2037 0.1887
H 0.122 -2.319 1.844 0.2108 -0.5873 -0.2493 0.2116
H 1.129 0.494 1.612 0.6935 1.4722 0.4680 0.2374
H 2.006 -1.012 1.086 -0.0756 1.0279 0.1948 0.2431
H 0.340 -1.639 -1.877 -1.1591 -0.0444 -2.5757 0.4001
H 1.511 -2.083 -0.823 0.0219 0.1645 0.2814 0.4223
H -0.787 1.073 0.269 0.2353 2.0757 2.9725 0.4312
H -1.518 -0.350 -0.072 0.0236 -0.0560 0.2457 0.4447
H -2.097 1.688 -1.588 1.0182 -0.8676 0.8530 0.2604
H -1.410 0.261 -2.310 0.0538 -0.4799 -0.6898 0.2199
H 0.427 1.602 -3.139 -1.1505 0.8415 1.4975 0.2583
H -0.164 3.050 -2.020 0.6308 -2.2046 -0.1047 0.2673
```
Forces are in eV/Å.

---

Entry 3:
C22H18ClCsN4S3 | the ωB97M-V functional and the def2-TZVPD basis

## Properties
net charge = 0
E_LUMO = -0.0304 Ha
spin multiplicity = 1

```
49
Properties=species:S:1:pos:R:3:forces:R:3:nbo_charge:R:1
Cs 1.774 0.500 1.787 -0.1345 0.1175 -0.2692 0.9572
S -0.271 -5.326 0.556 -0.0557 0.0086 -0.0874 0.4602
C -0.654 -6.865 -0.081 -0.0042 0.0825 0.0603 -0.4065
C -1.526 -6.774 -1.121 0.0212 -0.1195 -0.0367 -0.2524
C -1.881 -5.437 -1.418 0.0351 0.1213 0.0322 -0.2238
C -1.279 -4.523 -0.595 -0.0364 -0.2818 -0.0091 -0.2382
C -1.418 -3.068 -0.617 -0.0715 0.2339 -0.0208 -0.0915
C -0.523 -2.241 0.095 0.0166 0.0048 -0.0039 0.0779
N -0.564 -0.931 0.111 0.0796 -0.0754 0.0545 -0.4394
C -1.521 -0.308 -0.598 -0.1741 -0.2073 -0.1167 0.2249
C -2.484 -1.028 -1.332 0.1357 0.0491 0.1135 -0.0929
C -3.505 -0.326 -2.052 -0.0863 0.1121 -0.0600 -0.1824
C -3.548 1.022 -2.056 -0.0752 -0.1293 -0.0511 -0.1718
C -2.568 1.790 -1.346 0.1623 -0.0365 0.1045 -0.0966
C -2.571 3.190 -1.365 0.1048 0.0691 0.0966 -0.0813
C -1.595 3.896 -0.693 -0.0496 -0.2146 -0.0485 -0.1055
C -0.635 3.132 0.006 -0.0363 -0.0326 -0.0290 0.0686
N -0.612 1.821 0.055 0.0425 0.1648 0.0402 -0.4187
C -1.558 1.137 -0.614 -0.1281 0.1440 -0.1282 0.1363
C -1.539 5.357 -0.702 0.0059 0.2711 -0.0728 -0.2287
C -2.311 6.224 -1.430 0.0343 -0.1292 0.0639 -0.2257
C -1.995 7.584 -1.198 -0.0385 0.1276 0.0016 -0.2519
C -0.987 7.740 -0.298 0.0739 -0.0801 -0.0075 -0.4060
S -0.404 6.235 0.261 -0.1246 -0.0061 0.0040 0.4552
C -2.415 -2.427 -1.324 0.1162 -0.0483 0.0987 -0.1225
H -0.219 -7.751 0.350 -0.0061 0.0002 0.0044 0.2436
H -1.895 -7.632 -1.664 0.0037 0.0048 0.0009 0.2287
H -2.545 -5.166 -2.226 0.0028 0.0222 0.0036 0.2194
H 0.272 -2.698 0.678 0.0035 -0.0160 -0.0163 0.1921
H -4.239 -0.908 -2.596 -0.0115 0.0246 -0.0077 0.2176
H -4.320 1.553 -2.600 -0.0051 -0.0220 -0.0120 0.2161
H -3.349 3.703 -1.916 -0.0011 0.0099 -0.0034 0.2079
H 0.159 3.642 0.545 -0.0069 0.0054 0.0106 0.1897
H -3.082 5.908 -2.117 0.0040 -0.0210 0.0008 0.2185
H -2.497 8.411 -1.678 0.0013 -0.0061 0.0042 0.2289
H -0.551 8.657 0.062 0.0090 -0.0038 -0.0048 0.2440
H -3.158 -2.991 -1.874 -0.0003 -0.0143 0.0026 0.2147
Cl 3.055 -0.320 4.441 0.2400 -0.1249 0.3298 -0.9527
C 5.476 -2.577 3.121 0.0181 0.0927 -0.0032 -0.4455
N 5.125 -1.954 1.854 0.1313 -0.0734 0.1466 -0.5745
C 5.259 -0.654 1.592 -0.2730 0.0368 0.0990 0.3272
N 5.765 0.119 2.588 -0.1207 -0.0452 0.0207 -0.8225
S 4.772 -0.016 0.107 0.1819 0.0506 -0.2836 -0.4047
H 5.506 -3.655 2.989 -0.0343 -0.0062 -0.0308 0.2076
H 4.748 -2.311 3.891 0.0016 -0.0422 0.0111 0.2484
H 6.465 -2.236 3.432 0.0113 -0.0325 -0.0011 0.2071
H 4.735 -2.506 1.111 -0.0081 0.0122 -0.0123 0.4119
H 5.385 -0.086 3.512 0.0213 -0.0064 0.0264 0.4317
H 5.726 1.100 2.366 0.0243 0.0093 -0.0147 0.4006
```
Forces are in eV/Å.

---

Entry 4:
C4H11N2O | the ωB97M-V functional and the def2-TZVPD basis

## Properties
net charge = +1
E_LUMO = -0.1267 Ha
spin multiplicity = 1

```
18
Properties=species:S:1:pos:R:3:forces:R:3:nbo_charge:R:1
C 1.135 -0.817 -0.741 1.4394 0.4999 0.5168 -0.2329
C 1.339 -1.101 -2.044 -0.4736 1.4311 -0.9697 0.0679
N 2.082 -0.396 -2.983 -0.4649 -1.9346 0.8831 -0.7660
N -0.223 -1.009 -0.223 0.1362 -0.9894 -0.2565 -0.7040
H 1.832 -0.399 0.030 -0.8136 0.1328 -1.2969 0.2351
H 0.704 -1.902 -2.455 0.0449 0.6020 -0.2470 0.1895
H 1.870 -0.614 -3.938 0.2496 -0.2094 -0.1120 0.4057
H 2.328 0.557 -2.841 0.1892 0.4237 0.4992 0.4086
H -0.565 -0.036 0.076 -0.3981 -0.7951 -0.7485 0.4750
H -0.182 -1.593 0.599 -0.2967 -0.3321 0.5553 0.4157
H -0.807 -1.522 -0.933 0.3313 1.0449 0.8646 0.4395
O -0.707 1.532 0.480 -0.0917 0.4894 3.0508 -0.5975
C -0.765 1.671 1.725 0.1736 -1.6276 -0.9860 0.4927
C -1.848 1.001 2.609 0.4925 0.5537 -1.6835 -0.7334
H 0.085 2.126 2.295 -0.5366 0.3008 -0.6494 0.1522
H -2.011 1.606 3.499 -0.1214 -0.2051 0.0076 0.2581
H -1.529 -0.027 2.882 0.0285 0.6142 -0.0099 0.2465
H -2.738 0.923 1.961 0.1114 0.0009 0.5820 0.2473
```
Forces are in eV/Å.

---

Entry 5:
C21H18CoIN6O9S2 | the ωB97M-V functional and the def2-TZVPD basis

## Properties
net charge = 0
E_LUMO = -0.0410 Ha
spin multiplicity = 1

```
58
Properties=species:S:1:pos:R:3:forces:R:3:nbo_charge:R:1
Co 0.970 0.708 0.890 -0.1537 0.3497 0.6307 1.2437
O 3.369 3.485 -0.410 -0.0405 0.0711 -0.1060 -0.6134
C 2.360 2.814 -0.424 0.0624 -0.2232 0.0278 0.7924
O 2.344 1.582 0.033 0.2156 0.1073 0.1629 -0.7716
C 1.103 3.282 -1.085 -0.0661 -0.0514 -0.0305 -0.2777
C 1.187 4.389 -1.898 -0.0374 -0.0546 0.0836 -0.0803
C 0.085 4.793 -2.636 -0.0798 0.1474 -0.0258 -0.0617
C -1.097 4.089 -2.604 0.0831 0.0153 0.0496 -0.1328
C -1.191 2.976 -1.790 -0.1828 0.1555 0.1784 -0.0357
C -0.118 2.553 -0.950 0.1430 0.2079 0.1937 0.4217
O -0.303 1.625 -0.085 -0.4816 -0.5817 -0.1436 -0.6275
N -2.462 2.250 -1.844 0.5051 -0.4036 -0.8395 0.5297
O -2.522 1.141 -1.341 -0.1421 0.0587 0.2988 -0.4058
O -3.350 2.717 -2.533 -0.2133 0.1740 0.3097 -0.3910
N 0.183 5.973 -3.499 0.1864 -0.3044 -0.3199 0.5376
O -0.781 6.252 -4.188 -0.0048 0.1022 0.1482 -0.3884
O 1.243 6.569 -3.517 -0.1325 0.0755 0.1009 -0.3804
H 2.124 4.925 -1.957 0.0003 -0.0001 0.0065 0.2744
H -1.939 4.391 -3.206 -0.0028 0.0173 0.0066 0.2795
S 0.128 2.080 2.694 0.6664 -0.2907 -0.2520 -0.0013
C -0.284 0.477 3.102 0.0149 0.2172 -0.1527 -0.0847
N -0.123 -0.393 2.135 -0.2897 0.0375 -0.1476 -0.5554
C -0.181 -1.708 2.588 -0.1164 0.1334 -0.0960 0.2005
C 0.067 -2.867 1.855 -0.0584 0.0207 0.0561 -0.2585
C -0.070 -4.090 2.485 -0.0207 -0.0032 0.0088 -0.1984
C -0.446 -4.174 3.826 0.0276 -0.0640 -0.0227 -0.2226
C -0.678 -3.030 4.567 -0.0022 0.0774 0.0179 -0.2064
C -0.532 -1.799 3.941 0.0248 -0.0873 -0.0029 -0.2332
S -0.673 -0.208 4.642 -0.0413 -0.0217 0.0120 0.4355
H 0.389 -2.801 0.828 0.0370 -0.0157 0.0077 0.2288
H 0.127 -4.999 1.930 0.0058 0.0023 -0.0044 0.2184
H -0.543 -5.143 4.298 -0.0113 0.0004 -0.0038 0.2213
H -0.948 -3.092 5.613 -0.0077 0.0046 -0.0034 0.2267
N 4.323 -0.242 1.068 -0.3181 0.4121 -0.2447 -0.7679
C 3.545 -0.349 2.136 -0.3863 -0.0417 0.2350 0.6874
O 2.345 -0.025 2.179 0.2962 -0.2058 -0.3442 -0.6633
C 4.146 -0.919 3.391 0.0155 -0.0180 0.0041 -0.6084
I 3.354 -2.862 3.756 0.0231 -0.0113 0.0160 0.1417
H 3.966 0.346 0.312 0.0621 -0.1041 0.0624 0.4572
H 5.305 -0.440 1.141 0.0052 0.0291 -0.0653 0.4052
H 3.844 -0.306 4.234 0.0199 0.0224 -0.0098 0.2626
H 5.226 -1.010 3.345 0.0128 0.0098 0.0075 0.2307
N 0.756 -0.726 -0.545 0.3428 -0.1134 0.2871 -0.5032
C -0.135 -1.203 -1.112 0.0112 0.0860 -0.0137 0.6133
N -1.131 -1.794 -1.700 -0.0112 0.0523 -0.0826 -0.4571
C -1.315 -1.772 -3.158 0.0372 -0.0172 0.0212 -0.2272
C -2.752 -1.397 -3.486 -0.0048 -0.0169 0.0085 -0.0887
O -3.657 -2.229 -2.779 0.0100 -0.0188 -0.0202 -0.5171
C -3.523 -2.041 -1.379 -0.0119 0.0239 0.0108 -0.0931
C -2.155 -2.517 -0.926 0.0291 -0.0090 -0.0185 -0.2295
H -1.096 -2.772 -3.542 0.0043 0.0074 -0.0156 0.2016
H -0.610 -1.064 -3.590 -0.0192 0.0136 -0.0074 0.2268
H -2.935 -1.559 -4.547 -0.0096 0.0085 0.0017 0.2040
H -2.941 -0.349 -3.241 0.0145 0.0236 0.0172 0.1975
H -4.303 -2.630 -0.898 0.0140 -0.0283 -0.0235 0.2030
H -3.658 -0.986 -1.125 0.0024 -0.0034 0.0085 0.2066
H -2.049 -3.586 -1.132 0.0068 -0.0104 0.0342 0.2016
H -1.990 -2.338 0.135 -0.0333 0.0357 -0.0179 0.2330
```
Forces are in eV/Å.

---

Repeat the second record exactly.
C6H13N2S | the ωB97M-V functional and the def2-TZVPD basis

## Properties
net charge = +1
E_LUMO = -0.1124 Ha
spin multiplicity = 1
structure (SMILES) = C=CC[C@@]1(N)[NH2+]CCS1

```
22
Properties=species:S:1:pos:R:3:forces:R:3:nbo_charge:R:1
C -0.414 -0.842 3.119 -0.6274 2.7802 1.0640 -0.3421
C 0.255 -1.283 2.088 -1.5923 -1.6290 -0.6827 -0.2319
C 1.042 -0.459 1.186 1.7392 -1.1694 -2.0117 -0.4793
C 0.616 -0.295 -0.314 0.2079 2.2185 0.4651 0.3134
N 0.762 -1.449 -1.042 0.4337 0.0620 2.3196 -0.8473
N -0.790 0.323 -0.320 -0.8095 -1.7432 -3.1669 -0.5336
C -1.170 1.041 -1.622 0.4198 0.8093 -0.7863 -0.2442
C 0.077 1.909 -2.083 -0.4102 0.0173 -1.1759 -0.5914
S 1.470 1.431 -1.035 -0.0848 -1.1979 1.0989 0.1362
H -1.119 -1.426 3.727 0.7021 0.2734 -0.2211 0.2352
H -0.289 0.285 3.316 -0.4810 -1.7629 0.2037 0.1887
H 0.122 -2.319 1.844 0.2108 -0.5873 -0.2493 0.2116
H 1.129 0.494 1.612 0.6935 1.4722 0.4680 0.2374
H 2.006 -1.012 1.086 -0.0756 1.0279 0.1948 0.2431
H 0.340 -1.639 -1.877 -1.1591 -0.0444 -2.5757 0.4001
H 1.511 -2.083 -0.823 0.0219 0.1645 0.2814 0.4223
H -0.787 1.073 0.269 0.2353 2.0757 2.9725 0.4312
H -1.518 -0.350 -0.072 0.0236 -0.0560 0.2457 0.4447
H -2.097 1.688 -1.588 1.0182 -0.8676 0.8530 0.2604
H -1.410 0.261 -2.310 0.0538 -0.4799 -0.6898 0.2199
H 0.427 1.602 -3.139 -1.1505 0.8415 1.4975 0.2583
H -0.164 3.050 -2.020 0.6308 -2.2046 -0.1047 0.2673
```
Forces are in eV/Å.

---

Number 3 is which compound? C22H18ClCsN4S3

---

The lowest E_LUMO belongs to which entry? C4H11N2O